No. 1
The following is a DFT calculation (ωB97M-V with the def2-TZVPD basis set) of the ion C13H20NO with charge +1.

## Properties
ΔE to the lowest compared entry with this formula, charge and spin = 0.902 eV
HOMO energy = -12.18 eV
net charge = +1
orbital gap = 9.663 eV
SMILES = C=CC[NH2+]CCCCOc1ccccc1
E_LUMO = -2.5218 eV

```
35
Properties=species:S:1:pos:R:3:nbo_charge:R:1
O 0.32 0.81 0.41 -0.595
N -1.97 -0.46 0.10 -0.538
C -1.90 -1.88 -0.35 -0.254
C -0.05 2.17 0.15 -0.067
C -0.28 -3.40 0.76 -0.304
C 3.18 -0.95 -1.04 -0.187
C 3.99 0.63 0.57 -0.177
C -2.57 1.90 -0.37 -0.420
C 4.24 -0.36 -0.36 -0.203
C -1.42 -2.75 0.78 -0.250
C 1.65 0.46 0.14 0.355
C -2.36 0.51 -0.95 -0.226
C 1.89 -0.53 -0.80 -0.290
C -1.49 2.38 0.61 -0.438
C 2.70 1.04 0.83 -0.283
H -2.90 -2.19 -0.68 0.230
H 0.62 2.84 0.70 0.204
H -1.01 -0.14 0.41 0.483
H 1.06 -0.98 -1.34 0.202
H -1.56 0.52 -1.69 0.221
H 0.03 -4.02 1.58 0.224
H -2.09 -2.82 1.63 0.213
H 3.37 -1.72 -1.77 0.227
H -2.61 -0.39 0.89 0.421
H 4.81 1.08 1.11 0.231
H 2.51 1.81 1.57 0.227
H 5.25 -0.68 -0.56 0.230
H -1.64 3.44 0.78 0.249
H 0.06 2.38 -0.92 0.186
H -3.53 1.95 0.15 0.223
H -1.22 -1.94 -1.19 0.224
H -2.62 2.60 -1.20 0.240
H -3.28 0.17 -1.44 0.231
H 0.40 -3.35 -0.08 0.201
H -1.60 1.89 1.58 0.210
```

---

No. 2
The following is a DFT calculation (ωB97M-V with the def2-TZVPD basis set) of the molecule C13H20O.

## Properties
ΔE to the lowest compared entry with this formula, charge and spin = 1.779 eV
HOMO energy = -8.39 eV
net charge = 0
orbital gap = 9.129 eV
SMILES = CC1(C)C[C@@]2(C)CCCC=C2[C@H]1C=O
E_LUMO = 0.7435 eV

```
34
Properties=species:S:1:pos:R:3:nbo_charge:R:1
O -3.56 0.42 -0.85 -0.543
C -1.22 0.82 -0.19 -0.383
C 1.18 -1.97 -0.19 -0.389
C -0.03 2.55 1.26 -0.608
C -0.24 -0.10 -0.72 0.052
C 0.29 -1.73 -2.63 -0.466
C -1.72 1.23 2.45 -0.618
C 0.98 -0.50 0.13 -0.092
C 2.18 0.37 -0.48 -0.621
C 1.42 -2.17 -1.71 -0.392
C -0.70 1.19 1.30 -0.011
C -2.60 0.08 -0.14 0.442
C -0.54 -0.70 -1.99 -0.189
C 0.43 0.13 1.49 -0.409
H 2.43 -1.75 -1.88 0.204
H -1.22 1.69 3.26 0.213
H -2.05 0.22 2.81 0.208
H 0.77 -1.53 -3.57 0.229
H 0.63 2.56 0.33 0.210
H -0.07 -0.65 2.01 0.206
H -1.53 -0.40 -2.40 0.217
H -0.32 -2.65 -2.83 0.214
H -1.38 1.77 -0.74 0.247
H 2.16 -2.32 0.34 0.209
H 1.28 0.25 2.17 0.220
H 2.05 0.52 -1.57 0.217
H 1.45 -3.27 -1.81 0.214
H 3.05 -0.31 -0.45 0.206
H 0.24 -2.48 0.10 0.214
H 0.59 2.71 2.11 0.210
H -2.90 -0.60 0.68 0.136
H -2.57 1.84 2.32 0.222
H -0.76 3.38 1.32 0.212
H 2.30 1.39 0.05 0.221
```

---

Which of these has the lowest HOMO energy?
C13H20NO

---

Number 2 is which compound?
C13H20O